The following is a quantum chemistry calculation of C14H22AgClO8 as an isolated structure at a distorted geometry, from OMol25.

Atoms and positions in Å:
Ag 25.46 5.27 1.79
Cl 26.70 7.42 2.65
O 24.19 3.64 0.68
C 24.00 4.20 -0.62
C 23.67 5.80 -0.66
O 24.46 6.62 0.20
H 23.21 3.77 -1.22
H 24.91 3.95 -1.16
H 22.63 5.97 -0.38
H 23.65 6.29 -1.64
O 24.12 5.55 3.75
C 24.07 5.22 4.95
O 25.14 4.99 5.68
C 24.94 4.67 7.05
C 23.46 4.35 6.98
C 22.81 5.21 5.79
H 24.94 5.51 7.74
H 25.36 3.76 7.50
H 22.89 4.40 7.91
H 23.25 3.32 6.71
H 22.55 6.22 6.11
H 21.94 4.88 5.23
O 27.43 4.67 0.51
C 28.50 4.42 -0.15
O 28.51 3.48 -1.18
C 29.83 3.49 -1.71
C 30.68 4.54 -1.17
C 29.87 5.13 0.00
H 29.76 3.81 -2.74
H 30.23 2.48 -1.62
H 30.99 5.26 -1.92
H 31.60 4.07 -0.80
H 29.86 6.22 -0.03
H 30.37 4.82 0.92
O 26.65 3.72 3.10
C 26.97 2.54 3.08
O 27.62 2.06 4.11
C 27.94 0.67 4.06
C 27.27 0.23 2.71
C 26.89 1.49 1.97
H 27.56 0.09 4.90
H 29.03 0.60 4.04
H 26.38 -0.40 2.71
H 27.88 -0.35 2.02
H 25.86 1.63 1.66
H 27.43 1.78 1.07

Results
max |F|: 6.29 eV Å⁻¹
multiplicity: 3
E: -47770.264 eV
molecular weight: 461.6 g/mol

These are the Löwdin partial charges, in e, on atoms 1 to 5: 0.838 -0.366 -0.297 -0.313 -0.218

The following is a quantum chemistry calculation of C14H22BCsF4N7O4S as an isolated structure at a distorted geometry, from OMol25.

Atoms and positions in Å:
Cs 0.13 1.06 -0.11
C -1.67 -4.15 2.58
N -2.49 -2.99 2.32
C -3.83 -3.00 2.87
C -2.17 -2.24 1.21
N -1.41 -2.60 0.25
N -2.70 -0.94 1.17
C -2.54 0.02 2.19
N -2.19 -0.43 3.45
N -2.75 1.25 1.87
H -1.83 -4.46 3.62
H -0.62 -3.90 2.47
H -1.91 -5.01 1.93
H -4.39 -3.87 2.52
H -4.36 -2.10 2.57
H -3.78 -3.02 3.96
H -1.22 -3.60 0.32
H -2.63 -0.54 0.24
H -1.57 -1.23 3.45
H -1.77 0.32 3.97
H -2.56 1.84 2.67
O -1.63 3.87 -1.62
S -0.49 3.83 -2.52
O -0.78 3.51 -3.90
N 0.65 2.89 -1.91
C 1.78 3.61 -1.57
O 2.76 3.15 -1.02
C 1.64 5.08 -1.92
C 2.57 6.09 -1.77
C 2.22 7.37 -2.19
C 0.96 7.62 -2.73
C 0.02 6.61 -2.87
C 0.40 5.34 -2.46
H 3.54 5.87 -1.35
H 2.93 8.18 -2.10
H 0.71 8.63 -3.05
H -0.96 6.80 -3.29
F 0.41 -0.16 2.23
B 1.16 -1.10 3.01
F 0.23 -2.06 3.53
F 1.79 -0.43 4.05
F 2.07 -1.74 2.17
C -4.97 0.36 -2.56
N -3.83 1.11 -3.05
C -4.07 2.28 -3.87
C -2.58 0.80 -2.65
O -2.29 -0.12 -1.89
H -5.56 -0.01 -3.40
H -5.60 1.01 -1.95
H -4.62 -0.47 -1.96
H -4.63 2.00 -4.77
H -3.12 2.73 -4.16
H -4.65 3.02 -3.31
H -1.82 1.47 -3.07

Results
energy relative to the best compared isomer or geometry (same formula, charge and spin): 17.8 kcal/mol
max |F|: 2.07 eV Å⁻¹
charge: -1
E: -56436.462 eV
molecular weight: 604.2 g/mol

These are the Löwdin partial charges, in e, on atoms 1 to 5: 1.308 -0.078 -0.188 -0.068 -0.470

The following is a quantum chemistry calculation of a 4-piece molecular cluster, C14H22Br2O9 overall at a distorted geometry, from OMol25.

Atoms and positions in Å:
C -14.62 29.07 -5.99
C -15.47 29.46 -7.22
C -15.62 30.99 -7.46
O -15.31 31.12 -8.84
C -14.88 29.96 -9.35
O -14.57 29.76 -10.52
O -14.80 28.99 -8.36
H -13.56 29.34 -6.02
H -14.57 27.98 -6.03
H -15.01 29.35 -5.01
H -16.47 29.03 -7.19
H -15.03 31.60 -6.78
H -16.68 31.22 -7.32
C -19.26 17.18 -5.12
C -18.26 16.68 -4.02
C -18.16 15.22 -3.91
O -16.80 14.97 -3.77
C -16.13 16.01 -4.28
O -14.90 16.00 -4.48
O -16.98 17.05 -4.47
H -18.81 17.20 -6.11
H -19.74 18.11 -4.83
H -20.10 16.51 -5.30
H -18.33 17.16 -3.05
H -18.31 14.76 -4.89
H -18.70 14.69 -3.12
C -16.55 21.43 -12.13
C -15.64 20.81 -11.06
C -15.90 21.46 -9.62
O -16.20 20.32 -8.83
C -16.28 19.24 -9.55
O -16.55 18.10 -9.17
O -15.95 19.49 -10.90
H -16.44 20.80 -13.00
H -16.29 22.47 -12.36
H -17.60 21.31 -11.86
H -14.58 20.90 -11.30
H -16.74 22.16 -9.72
H -15.04 22.05 -9.32
Br -19.74 22.68 -3.68
C -18.03 22.45 -4.67
C -17.23 23.65 -4.32
Br -15.41 23.56 -5.09
H -18.29 22.38 -5.73
H -17.59 21.54 -4.26
H -17.12 23.85 -3.25
H -17.62 24.56 -4.76

Results
SMILES: C[C@H]1COC(=O)O1.C[C@H]1COC(=O)O1.C[C@H]1COC(=O)O1.BrCCBr
energy relative to the best compared isomer or geometry (same formula, charge and spin): 37.8 kcal/mol
max |F|: 4.33 eV Å⁻¹
E: -173386.691 eV
molecular weight: 494.1 g/mol

These are the Löwdin partial charges, in e, on atoms 1 to 5: -0.021 -0.321 -0.078 0.075 -0.498

The following is a quantum chemistry calculation of a 7-piece molecular cluster, C14H22Cl2N6 overall at a distorted geometry, from OMol25.

Atoms and positions in Å:
C -3.02 -23.19 6.62
C -3.28 -22.97 5.17
N -3.47 -22.89 4.02
H -3.66 -22.51 7.18
H -1.98 -22.97 6.84
H -3.18 -24.17 7.07
C 2.69 -20.54 8.89
C 1.75 -21.01 7.84
N 1.06 -21.45 7.03
H 2.19 -19.70 9.37
H 3.66 -20.17 8.58
H 2.85 -21.36 9.59
C 5.77 -21.65 7.11
C 6.58 -20.54 7.66
N 7.28 -19.68 8.00
H 4.99 -22.06 7.76
H 6.51 -22.36 6.74
H 5.42 -21.18 6.19
C -2.83 -25.47 10.49
C -4.12 -25.12 9.97
N -5.17 -24.86 9.54
H -2.76 -25.60 11.57
H -2.08 -24.79 10.09
H -2.64 -26.44 10.02
C 2.24 -24.56 7.50
C 0.77 -24.73 7.52
N -0.39 -24.83 7.68
H 2.61 -24.90 6.54
H 2.76 -25.13 8.28
H 2.54 -23.53 7.70
C 3.50 -24.14 13.01
C 2.99 -24.03 11.59
N 2.57 -23.94 10.48
H 4.45 -24.68 12.94
H 2.87 -24.83 13.58
H 3.61 -23.26 13.63
Cl -2.61 -28.45 7.08
C -1.47 -28.59 5.76
C -1.00 -27.26 5.36
Cl -0.26 -27.32 3.74
H -1.91 -28.99 4.84
H -0.61 -29.23 5.97
H -0.27 -26.83 6.05
H -1.86 -26.60 5.38

Results
max |F|: 4.70 eV Å⁻¹
charge: +1
multiplicity: 2
E: -48846.794 eV
molecular weight: 345.3 g/mol

These are the Löwdin partial charges, in e, on atoms 1 to 5: -0.085 -0.235 0.132 0.083 0.044

The following is a quantum chemistry calculation of a 2-piece molecular cluster, C14H22N overall at a distorted geometry, from OMol25.

Atoms and positions in Å:
C -1.70 -1.07 2.80
C 2.71 -1.42 0.99
C 2.71 0.07 0.88
C 1.58 -1.87 0.00
C -0.79 2.13 -1.72
C -1.53 0.80 -1.99
C 0.98 1.87 0.15
C -1.64 1.36 0.39
C -0.58 2.29 -0.26
C 1.18 0.44 0.66
C -1.72 0.09 -0.58
C 0.74 -0.64 -0.31
C -0.73 -0.93 -0.40
C -1.23 -2.32 -0.75
N -1.23 -1.40 1.82
H -2.32 -0.49 3.53
H 3.73 -1.81 0.84
H 2.62 -1.95 1.99
H 3.07 0.67 1.74
H 3.25 0.42 -0.07
H 1.99 -2.36 -0.87
H 1.04 -2.60 0.67
H 0.12 2.03 -2.33
H -1.26 3.02 -1.98
H -2.61 1.18 -2.16
H -1.29 0.19 -2.84
H 1.56 2.18 -0.66
H 1.12 2.55 1.06
H -1.26 1.07 1.44
H -2.61 1.93 0.41
H -0.91 3.25 0.15
H 0.70 0.19 1.65
H -2.69 -0.29 -0.61
H 1.03 -0.34 -1.32
H -0.50 -2.97 -1.29
H -2.25 -2.30 -1.17
H -1.28 -2.94 0.11

Results
energy relative to the best compared isomer or geometry (same formula, charge and spin): 97.0 kcal/mol
max |F|: 5.52 eV Å⁻¹
charge: +1
E: -16355.079 eV
molecular weight: 204.3 g/mol

These are the Löwdin partial charges, in e, on atoms 1 to 5: 0.065 -0.194 -0.144 -0.131 -0.165

The following is a quantum chemistry calculation of C14H22N2O10PtSeSi as an isolated structure at a distorted geometry, from OMol25.

Atoms and positions in Å:
Pt 1.31 -0.31 -0.08
C 4.15 -1.72 -2.34
O 3.59 -0.59 -1.69
C 3.65 0.57 -2.48
C 3.08 1.73 -1.68
O 1.71 1.56 -1.32
C 0.81 1.85 -2.40
H 5.22 -1.57 -2.50
H 3.66 -1.90 -3.30
H 3.99 -2.57 -1.69
H 3.09 0.42 -3.41
H 4.68 0.80 -2.74
H 3.19 2.65 -2.26
H 3.63 1.82 -0.74
H 0.92 2.91 -2.66
H -0.19 1.66 -2.05
H 1.01 1.23 -3.27
O -0.52 -0.73 -1.41
C -1.27 -0.10 -0.62
O -0.83 0.53 0.38
C -2.75 -0.05 -0.89
C -3.38 -1.05 -1.61
C -4.74 -0.96 -1.83
C -5.49 0.10 -1.38
C -4.84 1.09 -0.67
C -3.48 1.03 -0.40
N -5.61 2.25 -0.19
O -4.99 3.17 0.30
O -6.82 2.21 -0.31
N -5.41 -2.03 -2.59
O -6.61 -1.93 -2.75
O -4.73 -2.95 -3.00
H -2.81 -1.89 -1.98
H -6.55 0.16 -1.58
H -3.00 1.80 0.18
C -0.08 -0.04 3.54
Si 1.78 -0.26 3.61
C 2.36 -2.01 3.97
C 2.52 0.94 4.85
Se 2.80 0.48 1.62
H -0.53 -0.31 4.50
H -0.52 -0.66 2.76
H -0.33 1.00 3.32
H 1.96 -2.36 4.93
H 3.44 -2.04 4.02
H 2.04 -2.71 3.20
H 2.21 0.69 5.87
H 2.21 1.96 4.64
H 3.62 0.91 4.82
O 0.95 -1.98 0.80
O 1.91 -2.77 0.50

Results
max |F|: 1.54 eV Å⁻¹
multiplicity: 3
E: -114791.724 eV
molecular weight: 680.5 g/mol

These are the Löwdin partial charges, in e, on atoms 1 to 5: 1.055 -0.072 -0.258 -0.213 -0.190

The following is a quantum chemistry calculation of a 2-piece molecular cluster, C14H22N2O4P overall, from OMol25.

Atoms and positions in Å:
C 3.23 1.64 -0.18
C 1.88 1.17 0.28
O 1.41 1.40 1.35
O 1.16 0.41 -0.63
C 0.52 1.17 -1.65
C -0.72 0.39 -2.05
C -1.68 0.15 -0.87
C -2.85 1.07 -0.82
C -2.75 2.40 -1.18
C -3.86 3.23 -1.18
C -5.10 2.72 -0.81
C -5.16 1.42 -0.43
N -4.07 0.62 -0.42
P -4.31 -1.05 0.22
N -3.31 -1.48 1.30
H 3.22 2.72 -0.27
H 3.95 1.38 0.60
H 3.53 1.19 -1.12
H 0.26 2.15 -1.26
H 1.18 1.31 -2.51
H -0.39 -0.58 -2.42
H -1.22 0.89 -2.88
H -1.13 0.22 0.07
H -2.04 -0.87 -0.93
H -1.79 2.79 -1.48
H -3.75 4.27 -1.46
H -5.99 3.32 -0.80
H -6.09 0.98 -0.11
H -5.60 -0.79 0.65
H -4.43 -1.78 -0.97
H -2.73 -2.28 1.05
O 5.40 -0.27 1.74
C 4.87 -1.34 1.76
O 5.47 -2.44 2.27
C 4.65 -3.60 2.07
C 3.23 -3.06 1.89
C 3.50 -1.71 1.24
H 5.01 -4.12 1.18
H 4.77 -4.25 2.93
H 2.59 -3.73 1.32
H 2.77 -2.92 2.87
H 3.56 -1.78 0.15
H 2.78 -0.94 1.52

Results
max |F|: 0.75 eV Å⁻¹
charge: +1
E: -35326.797 eV
molecular weight: 313.3 g/mol

These are the Löwdin partial charges, in e, on atoms 1 to 5: 0.032 -0.527 0.141 -0.058 -0.189

The following is a quantum chemistry calculation of an isolated ion of composition C14H22N5O3 and charge +1 at a distorted geometry, from OMol25.

Atoms and positions in Å:
C 2.96 4.78 1.13
N 2.37 3.43 1.32
C 1.15 3.07 0.94
O 0.26 3.85 0.59
C 0.85 1.58 1.06
C 0.32 1.23 2.49
C 0.10 -0.25 2.83
C 0.66 -0.97 3.87
N 0.13 -2.26 3.84
C -0.68 -2.36 2.77
N -0.74 -1.12 2.17
N -0.02 1.18 -0.04
C 0.14 0.12 -0.84
O 0.97 -0.76 -0.57
C -0.88 -0.04 -1.99
C -0.39 0.32 -3.40
C 0.19 -1.06 -3.81
C -0.91 -1.99 -3.32
N -1.40 -1.41 -2.11
C -2.07 -2.08 -1.13
C -2.49 -3.55 -1.32
O -2.33 -1.50 -0.08
H 4.05 4.68 0.98
H 2.82 5.40 2.03
H 2.51 5.25 0.23
H 3.02 2.71 1.62
H 1.83 1.05 0.97
H -0.64 1.75 2.63
H 0.97 1.65 3.24
H 1.31 -0.62 4.66
H 0.34 -3.04 4.46
H -1.27 -3.19 2.47
H -1.27 -0.87 1.34
H -0.74 1.83 -0.34
H -1.74 0.59 -1.82
H 0.36 1.12 -3.39
H -1.22 0.62 -4.02
H 1.13 -1.24 -3.29
H 0.38 -1.16 -4.86
H -1.68 -2.13 -4.10
H -0.50 -2.94 -3.11
H -3.20 -3.57 -2.15
H -3.03 -3.92 -0.42
H -1.62 -4.18 -1.54

Results
SMILES: CNC(=O)[C@@H](Cc1c[nH]c[nH+]1)NC(=O)[C@H]1CCCN1C(C)=O
energy relative to the best compared isomer or geometry (same formula, charge and spin): 1.2 kcal/mol
max |F|: 2.84 eV Å⁻¹
charge: +1
E: -28464.126 eV
molecular weight: 308.4 g/mol

These are the Löwdin partial charges, in e, on atoms 1 to 5: -0.031 0.028 -0.483 0.069 -0.199

The following is a quantum chemistry calculation of a single C14H22N6O2 molecule at a distorted geometry, from OMol25.

Atoms and positions in Å:
C 1.76 -1.13 0.51
N 0.54 -0.66 -0.19
C -0.72 -0.66 0.44
N -1.65 0.09 -0.11
C -2.83 0.10 0.51
N -3.79 0.95 -0.01
C -4.67 1.75 0.88
C -5.24 0.64 -0.07
N -3.09 -0.53 1.58
C -2.18 -1.36 2.00
N -2.55 -2.21 3.04
C -1.75 -2.09 4.24
C -1.79 -3.39 3.39
N -0.91 -1.42 1.51
C 0.66 0.11 -1.50
C 1.69 -0.43 -2.53
O 3.06 -0.16 -2.16
C 3.35 1.23 -1.83
C 4.66 1.19 -1.03
C 3.46 2.07 -3.12
O 2.39 1.81 -0.93
C 0.98 1.59 -1.21
H 2.40 -1.73 -0.20
H 2.37 -0.27 0.81
H 1.58 -1.77 1.38
H -4.58 1.61 1.98
H -4.86 2.81 0.60
H -5.82 0.91 -0.94
H -5.48 -0.35 0.32
H -0.80 -1.53 4.24
H -2.18 -2.28 5.24
H -0.85 -3.72 2.89
H -2.39 -4.28 3.70
H -0.29 0.03 -2.01
H 1.54 -1.53 -2.61
H 1.46 0.08 -3.47
H 4.62 0.40 -0.25
H 5.50 0.94 -1.70
H 4.87 2.16 -0.52
H 4.19 1.65 -3.81
H 2.51 2.12 -3.67
H 3.74 3.07 -2.86
H 0.77 2.20 -2.08
H 0.30 1.99 -0.45

Results
SMILES: CN(c1nc(N2CC2)nc(N2CC2)n1)C1COC(C)(C)OC1
energy relative to the best compared isomer or geometry (same formula, charge and spin): 79.5 kcal/mol
max |F|: 3.53 eV Å⁻¹
E: -27907.340 eV
molecular weight: 306.4 g/mol

These are the Löwdin partial charges, in e, on atoms 1 to 5: -0.032 -0.033 -0.355 0.209 -0.396

The following is a quantum chemistry calculation of a 2-piece molecular cluster, C14H22NO overall at a distorted geometry, from OMol25.

Atoms and positions in Å:
C -3.22 0.14 1.21
O -2.01 -0.39 0.65
C -1.42 0.29 -0.29
C -0.91 -0.40 -1.43
C -0.53 0.40 -2.53
C 0.09 -0.19 -3.62
C 0.34 -1.57 -3.63
C 1.24 -2.16 -4.67
C -0.18 -2.37 -2.60
C -0.79 -1.81 -1.49
H -3.65 -0.70 1.75
H -2.95 0.97 1.88
H -3.92 0.50 0.44
H -1.67 1.36 -0.36
H -0.73 1.47 -2.51
H 0.48 0.42 -4.44
H 1.34 -3.24 -4.53
H 0.80 -1.98 -5.65
H 2.26 -1.74 -4.70
H -0.02 -3.46 -2.65
H -1.19 -2.42 -0.67
C 0.78 1.55 0.38
N 0.52 0.92 1.63
C 1.57 -0.02 2.03
C 1.57 -0.01 3.56
C 0.70 1.19 3.99
C 0.23 1.87 2.70
H -0.06 2.20 0.12
H 1.68 2.19 0.40
H 0.93 0.77 -0.37
H 1.35 -0.99 1.58
H 2.55 0.31 1.64
H 1.17 -0.95 3.92
H 2.60 0.12 3.91
H -0.17 0.87 4.57
H 1.29 1.91 4.57
H 0.77 2.82 2.55
H -0.84 2.10 2.68

Results
energy relative to the best compared isomer or geometry (same formula, charge and spin): 57.3 kcal/mol
max |F|: 2.91 eV Å⁻¹
charge: +1
E: -18404.150 eV
molecular weight: 220.3 g/mol

These are the Löwdin partial charges, in e, on atoms 1 to 5: 0.019 -0.037 -0.049 -0.201 0.009

The following is a quantum chemistry calculation of C14H23AuN4O as an isolated structure at a distorted geometry, from OMol25.

Atoms and positions in Å:
Au 0.00 0.00 0.00
C 0.00 0.00 4.52
C 0.00 0.00 3.06
N 0.00 0.00 1.90
H 0.71 -0.76 4.89
H -1.02 -0.24 4.89
H 0.31 1.00 4.89
O 0.00 1.63 0.00
C 4.04 0.59 -1.31
C 2.49 0.57 -1.27
N 1.95 0.00 0.00
C 2.49 -1.38 0.14
C 4.04 -1.43 0.14
N 4.57 0.00 0.00
C 4.04 0.84 1.17
C 2.49 0.81 1.13
H 4.44 1.61 -1.38
H 4.44 -0.02 -2.12
H 2.11 0.00 -2.12
H 2.11 1.59 -1.40
H 2.11 -2.01 -0.68
H 2.11 -1.84 1.06
H 4.44 -2.00 -0.70
H 4.44 -1.83 1.08
H 5.59 0.00 0.00
H 4.44 1.85 1.04
H 4.44 0.39 2.09
H 2.11 1.83 1.06
H 2.11 0.41 2.08
N -1.94 0.00 0.00
C -2.55 -0.69 1.06
C -3.84 -0.35 1.48
C -4.49 -1.13 2.45
C -3.87 -2.26 2.97
C -2.61 -2.63 2.51
C -1.96 -1.86 1.55
H -2.31 0.96 -0.10
H -2.28 -0.36 -0.90
H -4.35 0.52 1.08
H -5.49 -0.85 2.78
H -4.38 -2.87 3.71
H -2.12 -3.53 2.90
H -0.98 -2.16 1.18

Results
energy relative to the best compared isomer or geometry (same formula, charge and spin): 143.2 kcal/mol
max |F|: 18.26 eV Å⁻¹
charge: +2
multiplicity: 3
E: -26566.512 eV
molecular weight: 460.3 g/mol

These are the Löwdin partial charges, in e, on atoms 1 to 5: 1.227 0.008 -0.097 -0.023 0.112